[1]
C5H12O3 | ωB97M-V/def2-TZVPD

Calculated values
Gap between HOMO and LUMO (eV): 10.51
Energy relative to the best compared isomer or geometry (same formula, charge and spin) (kcal per mole): 64.18
Structure (SMILES): C=CCCC=O.O.O
HOMO energy (eV): -9.945
Total charge: 0
Energy (eV): -11519.9828

Geometry as XYZ:
```
20
C5H12O3 | the OMol25 dataset | ωB97M-V/def2-TZVPD
H 0.1979 1.4096 3.6343
C 0.6058 0.9353 2.7412
H -0.7704 -0.5231 2.9782
H -0.3088 1.0855 0.0647
H 1.4037 1.3355 2.3165
O -3.3837 -0.2959 -0.9253
H -0.7626 -1.5672 0.9218
O 2.7014 0.7014 -2.8248
H 0.9841 -1.4869 1.1994
H 2.4462 0.3759 -1.9475
H 1.3332 0.6265 0.0186
H 1.8843 0.7563 -3.3865
H -2.7462 0.2619 -1.5292
C 0.0124 -0.1897 2.4001
C -0.0317 -0.4016 -1.3932
O -0.1680 0.1345 -2.4622
C 0.1072 -0.8504 1.0594
H -3.5309 -1.0060 -1.4849
H -0.2988 -1.4893 -1.3278
C 0.3250 0.1877 -0.0528
```

Here are the natural (NBO) charges for atoms 1 to 8, given in e:
1. H 0.201
2. C -0.396
3. H 0.194
4. H 0.255
5. H 0.180
6. O -0.930
7. H 0.228
8. O -0.948

[2]
C20H23N3O2 | ωB97M-V/def2-TZVPD

Calculated values
Gap between HOMO and LUMO (eV): 8.21
Energy relative to the best compared isomer or geometry (same formula, charge and spin) (kcal per mole): 377.15
HOMO energy (eV): -7.890
Total charge: 0
Energy (eV): -29664.1240

Geometry as XYZ:
```
48
C20H23N3O2 | the OMol25 dataset | ωB97M-V/def2-TZVPD
H 2.3656 -1.4852 0.9402
H -4.5165 -2.8873 1.8099
H 5.6116 1.8346 0.1778
H -3.7513 -2.6814 0.1518
C -3.7492 -2.4180 1.3332
C -1.9495 1.7649 -4.7810
O 1.2070 -2.4371 2.1270
C -0.1524 -2.6323 2.4714
H -1.4513 0.0330 -1.0397
N 1.0037 2.0609 -1.4166
H -2.0031 3.1455 -0.6165
C 1.4431 -1.3812 1.0680
H -3.0228 1.6335 -1.1191
H 2.9433 3.4321 -2.8397
H -3.6501 -3.9698 3.4497
C 3.7010 1.3158 0.4194
H 0.0662 0.0517 1.8894
C 1.1414 -0.2410 1.4979
H -2.6909 1.1813 -5.5343
C 0.2443 1.2293 -0.5557
H -1.5627 -4.6158 4.8591
H -1.1280 1.1936 -4.8804
H -3.9408 -1.2969 1.2745
C -1.0834 -2.6146 1.5802
C 2.3085 2.0714 -1.3188
H -1.3333 0.8353 0.5061
C -2.5541 1.4732 -3.3887
C -0.3475 -3.4352 3.5333
C -2.5766 -2.8942 2.1346
C 2.2756 1.3241 -0.1064
C 4.5151 2.6206 -1.3413
C -1.4288 -4.0235 4.0185
C -1.0846 0.8914 -0.5393
H -1.9149 2.7746 -5.0647
H -1.1864 -1.9886 0.6663
H 4.0927 0.7214 1.3177
C -2.8629 -3.5902 3.1489
H -0.8988 2.3079 -2.8599
H 5.3178 3.3812 -1.8181
H 1.7893 0.1297 2.1429
N -1.7745 2.0964 -2.5109
C 4.7577 1.7608 -0.3825
O -3.5195 0.8970 -3.1279
H 0.8217 -1.7999 0.1196
H 0.5076 -3.8245 4.1198
N 1.1805 0.8830 0.3372
C -2.1037 2.0782 -1.1550
C 3.0329 2.6599 -2.0475
```

Here are the natural (NBO) charges for atoms 1 to 8, given in e:
1. H 0.202
2. H 0.208
3. H 0.214
4. H 0.211
5. C -0.625
6. C -0.717
7. O -0.495
8. C 0.237

[3]
C26H34CdNPS4Se2 | ωB97M-V/def2-TZVPD

Calculated values
Gap between HOMO and LUMO (eV): 6.79
Energy relative to the best compared isomer or geometry (same formula, charge and spin) (kcal per mole): 21.96
HOMO energy (eV): -6.694
Total charge: 0
Energy (eV): -216892.4948

Geometry as XYZ:
```
69
C26H34CdNPS4Se2 | the OMol25 dataset | ωB97M-V/def2-TZVPD
C -2.9590 -1.3052 2.4058
C 4.4177 -3.7348 2.8795
Cd -0.6438 -0.0698 0.1947
C 4.0683 -1.6227 -2.6836
S -3.5607 1.8221 0.0838
H 4.5896 -4.1860 -4.8402
C -3.0909 -1.4382 -1.2374
H 4.8602 -1.7325 -4.6728
C 3.5357 -2.3262 -1.6080
H -3.8729 3.2084 3.5219
H -4.1603 1.5494 2.9944
H 3.6665 -5.4524 -2.9252
H -2.8475 3.8416 -0.9936
H 0.2301 3.6670 -2.8941
S -0.9940 1.7282 -2.2375
H -2.3903 -0.4015 2.6249
H 5.7174 -0.7651 3.8468
C 0.9215 3.2491 -0.9055
Se 3.0184 0.6826 -0.3896
H -5.0759 3.1568 1.3702
H -3.2512 1.3553 -2.7538
C -2.7150 2.2672 -2.4869
C -3.6100 2.4649 2.7679
H -3.5118 3.9510 1.1905
H 2.9570 -4.2787 -0.9001
H 4.5972 -0.0472 1.7611
H -4.3931 3.2781 -1.6293
C 3.7798 -3.3287 1.7189
H -1.8272 -0.5482 -2.7684
H 3.2160 -4.0534 1.1493
C 4.5449 -1.0798 2.0801
H 4.1851 -0.5500 -2.6076
H -2.3242 -2.1496 2.6871
H -2.7253 2.9279 -3.3536
Se 0.8486 -2.2119 0.1387
H -0.9530 4.0402 -1.6417
C -3.3657 -1.3859 0.9675
H -0.0190 4.8072 1.2983
C 5.1779 -1.4891 3.2494
C 3.7840 -4.3780 -2.8605
C -0.6278 3.9013 1.3085
H -1.4873 4.0490 0.6556
C 3.8412 -1.9959 1.3055
P 2.8877 -1.4231 -0.1492
C -4.3740 -1.8676 -0.9810
H -5.0866 -2.2096 -1.7190
C -1.0603 3.6089 2.7458
H -3.8350 -1.3176 3.0564
H 1.3465 4.2395 -0.7416
C -4.5494 -1.8358 0.4291
H -1.5857 -2.2611 -2.5301
C -2.3462 -1.4752 -2.5371
H 5.5908 -3.1274 4.5705
H -3.0327 -1.6834 -3.3590
C -3.9969 2.9943 1.3892
C -3.3995 2.9553 -1.3123
C -0.1897 3.3274 -1.9476
C 4.3065 -3.6674 -3.9329
C 5.1117 -2.8128 3.6522
C 4.4525 -2.2931 -3.8409
H 1.7226 2.5859 -1.2355
H 4.3608 -4.7708 3.1886
H -1.7403 4.3851 3.0990
H -5.4263 -2.1390 0.9853
S 0.4302 2.5722 0.6850
H -0.1838 3.6081 3.3933
S -1.8723 2.0161 3.0364
C 3.3941 -3.7126 -1.7099
N -2.4756 -1.1128 -0.0456
```

Here are the natural (NBO) charges for atoms 1 to 8, given in e:
1. C -0.643
2. C -0.231
3. Cd 1.489
4. C -0.190
5. S 0.241
6. H 0.214
7. C 0.088
8. H 0.213